Entry 1:
DFT (ωB97M-V/def2-TZVPD) results for C3H5N3 as an isolated structure in a non-equilibrium geometry.

Geometry as XYZ:
```
11
Properties=species:S:1:pos:R:3:forces:R:3:lowdin_charge:R:1
C 0.265 -0.436 -0.405 0.837 -1.114 -0.160 -0.1297
C -0.604 -1.396 0.335 -0.098 0.114 0.078 -0.0677
N 0.678 0.751 0.155 -1.523 0.215 -0.849 -0.2043
N 1.767 1.358 -0.181 0.287 0.019 0.073 0.0976
C -0.648 1.226 -0.156 0.260 1.380 1.143 -0.2988
N -1.568 1.939 -0.185 0.246 -0.572 -0.286 0.1604
H 0.912 -0.816 -1.192 0.035 -0.005 -0.019 0.1269
H 1.656 2.343 0.068 -0.079 -0.130 0.039 0.0634
H -1.261 -1.919 -0.362 0.030 0.063 0.027 0.0855
H -1.214 -0.900 1.089 0.005 -0.012 -0.016 0.0833
H 0.016 -2.149 0.833 0.002 0.041 -0.030 0.0835
```
Positions in Å, forces in eV/Å.

**E_tot**: -281.39954 a.u.

---

Entry 2:
DFT (ωB97M-V/def2-TZVPD) results for one molecule with the formula C3H5N3.

Geometry as XYZ:
```
11
Properties=species:S:1:pos:R:3:forces:R:3:lowdin_charge:R:1
H 2.697 -1.321 -0.282 -0.050 0.099 0.010 0.0402
N 2.040 -0.549 -0.171 -0.239 -0.288 -0.023 0.0747
C 0.844 -0.988 -0.143 0.109 0.139 0.027 -0.2281
C -0.316 -0.104 0.040 0.222 0.220 0.054 -0.3418
N -1.624 -0.662 -0.134 -0.163 0.140 -0.020 0.0487
C -0.115 1.164 0.378 -0.006 0.381 0.179 -0.1075
N 0.042 2.284 0.840 -0.056 -0.650 -0.293 0.1687
H 0.558 -2.043 -0.252 0.095 0.115 0.014 0.1106
H -2.032 -0.421 -1.031 0.044 -0.061 0.098 0.0767
H -2.263 -0.372 0.597 0.067 -0.055 -0.081 0.0768
H 0.210 3.028 0.163 -0.023 -0.042 0.035 0.0809
```
Positions in Å, forces in eV/Å.

**SMILES**: [H]/N=C/C(N)=C=N
**E_tot**: -281.51714 a.u.

---

Entry 3:
DFT (ωB97M-V/def2-TZVPD) results for one molecule with the formula C3H5N3 in a non-equilibrium geometry.

Geometry as XYZ:
```
11
Properties=species:S:1:pos:R:3:forces:R:3:lowdin_charge:R:1
N 0.512 -1.022 -1.687 -1.240 -0.417 -0.139 0.0616
C 0.085 -0.576 -0.543 0.675 0.447 -0.183 -0.6310
C 0.671 0.752 -0.184 -0.891 1.440 1.685 -0.0629
N -0.143 1.368 1.097 -0.007 -1.816 -1.016 0.0764
C -0.904 0.550 1.568 0.951 -1.642 -1.929 0.0495
N -0.604 -1.132 0.452 0.209 0.839 0.164 0.0670
H 0.702 -0.237 -2.319 0.517 -0.365 0.442 0.0193
H 1.705 0.623 0.161 -0.365 0.233 -0.013 0.1196
H 0.607 1.469 -1.007 0.019 0.048 0.444 0.1082
H -1.653 0.258 2.296 0.353 0.413 -0.160 0.1014
H -0.979 -2.052 0.166 -0.223 0.818 0.706 0.0910
```
Positions in Å, forces in eV/Å.

**E_tot**: -281.46247 a.u.

---

Entry 4:
DFT (ωB97M-V/def2-TZVPD) results for one molecule with the formula C3H5N3 in a non-equilibrium geometry.

Geometry as XYZ:
```
11
Properties=species:S:1:pos:R:3:forces:R:3:lowdin_charge:R:1
N -2.003 -0.322 -0.014 -0.128 -0.249 -0.908 0.0864
C -0.646 -0.134 -0.240 0.495 -0.934 -0.109 -0.4053
C 0.118 1.066 -0.164 0.205 -0.404 0.394 -0.0359
C 1.364 0.563 0.142 0.413 0.369 -0.255 -0.1525
N 1.383 -0.764 -0.063 0.118 0.359 0.247 -0.0702
N 0.150 -1.250 -0.355 -0.990 1.456 0.543 0.0517
H -2.552 0.263 0.610 0.795 -0.049 -0.346 0.0928
H -2.163 -1.307 0.119 -0.362 -0.032 0.043 0.0770
H -0.054 2.108 -0.453 -0.546 -0.526 0.947 0.1002
H 2.151 0.997 0.731 0.618 0.523 -0.766 0.1080
H 2.262 -1.207 -0.304 -0.618 -0.512 0.211 0.1477
```
Positions in Å, forces in eV/Å.

**SMILES**: Nc1cc[nH]n1
**E_tot**: -281.53256 a.u.

---

Entry 5:
DFT (ωB97M-V/def2-TZVPD) results for one molecule with the formula C3H5N3.

Geometry as XYZ:
```
11
Properties=species:S:1:pos:R:3:forces:R:3:lowdin_charge:R:1
N -0.903 -0.342 1.793 -0.162 0.374 -0.284 0.0004
C -1.179 0.388 0.795 0.154 -0.243 0.393 -0.2510
C 1.645 0.187 0.060 -0.016 0.052 -0.121 0.0053
N 1.133 0.402 -1.095 -0.065 -0.055 0.266 0.0118
C -0.097 -0.097 -1.407 -0.128 -0.067 0.172 -0.2027
N -1.054 -0.248 -0.525 0.163 0.068 -0.327 0.0212
H -1.033 0.223 2.635 0.010 -0.106 -0.090 0.0230
H 2.551 0.732 0.323 -0.129 -0.061 -0.041 0.0762
H 1.243 -0.534 0.776 0.061 0.046 -0.168 0.0602
H -0.337 -0.213 -2.460 0.033 -0.026 0.162 0.1219
H -1.964 -0.472 -0.916 0.078 0.018 0.038 0.1338
```
Positions in Å, forces in eV/Å.

**E_tot**: -281.45042 a.u.

---

Entry 6:
DFT (ωB97M-V/def2-TZVPD) results for one molecule with the formula C3H5N3 in a non-equilibrium geometry.

Geometry as XYZ:
```
11
Properties=species:S:1:pos:R:3:forces:R:3:lowdin_charge:R:1
H 1.526 2.770 -0.314 -0.272 -2.041 0.258 0.0943
N 1.487 1.727 0.006 -2.970 -0.067 -0.425 0.0301
N 0.304 1.324 -0.179 1.806 -0.005 0.984 -0.0256
C -0.052 -0.221 0.458 -1.023 3.109 -0.652 -0.3273
C -1.351 -0.685 -0.297 1.658 -0.982 -0.220 -0.0783
C 1.099 -0.997 0.219 1.389 -1.435 0.516 -0.2763
N 2.024 -1.660 0.041 -0.368 0.346 -0.087 0.1676
H -0.282 0.105 1.513 0.593 -0.861 -0.952 0.1438
H -1.698 -1.767 -0.008 0.528 2.354 -0.161 0.1144
H -2.012 0.154 -0.043 -0.504 -0.772 -0.623 0.0636
H -1.046 -0.749 -1.396 -0.836 0.354 1.362 0.0937
```
Positions in Å, forces in eV/Å.

**SMILES**: [H]/N=N/[C@@H](C)C#N
**E_tot**: -281.47976 a.u.

---

Entry 7:
DFT (ωB97M-V/def2-TZVPD) results for one molecule with the formula C3H5N3 in a non-equilibrium geometry.

Geometry as XYZ:
```
11
Properties=species:S:1:pos:R:3:forces:R:3:lowdin_charge:R:1
C 0.889 -1.351 -0.296 0.147 -0.113 0.014 -0.0207
N 0.093 -0.154 -0.165 0.139 0.075 0.120 -0.2059
C -0.301 0.509 0.896 -0.003 -0.171 -0.405 -0.1045
N -0.905 1.613 0.401 -0.681 -0.045 -0.526 -0.0017
C -0.908 1.590 -1.020 0.091 -0.531 -0.165 -0.1953
N -0.273 0.468 -1.334 0.192 0.271 -0.169 0.0036
H 0.380 -1.991 -1.019 0.118 0.028 0.153 0.0929
H 1.859 -1.064 -0.702 -0.016 -0.170 0.079 0.0929
H 1.000 -1.861 0.661 -0.027 0.102 -0.087 0.0883
H -0.043 0.229 1.912 -0.367 0.156 -0.240 0.1399
H -1.791 2.013 0.665 0.408 0.399 1.226 0.1106
```
Positions in Å, forces in eV/Å.

**E_tot**: -281.48577 a.u.

---

Entry 8:
DFT (ωB97M-V/def2-TZVPD) results for one molecule with the formula C3H5N3.

Geometry as XYZ:
```
11
Properties=species:S:1:pos:R:3:forces:R:3:lowdin_charge:R:1
C -1.356 -0.163 -0.159 -0.297 0.025 -0.054 -0.0390
N -0.058 0.207 0.408 0.213 -0.187 -0.266 -0.1172
C 0.751 1.153 -0.194 0.167 -0.034 -0.084 -0.1910
N 1.948 0.699 -0.394 -0.076 0.291 0.256 0.0193
N 1.983 -0.603 0.086 0.009 0.005 0.385 0.0233
C 0.807 -0.851 0.560 0.200 -0.135 -0.048 -0.2099
H -1.216 -0.284 -1.238 -0.296 0.023 0.114 0.0979
H -2.135 0.569 0.046 0.096 0.034 0.034 0.0856
H -1.643 -1.134 0.251 -0.083 0.250 0.036 0.0856
H 0.440 2.169 -0.405 -0.096 -0.274 -0.143 0.1218
H 0.478 -1.763 1.041 0.164 0.003 -0.230 0.1237
```
Positions in Å, forces in eV/Å.

**SMILES**: Cn1cnnc1
**E_tot**: -281.54357 a.u.

---

Entry 9:
DFT (ωB97M-V/def2-TZVPD) results for one molecule with the formula C3H5N3.

Geometry as XYZ:
```
11
Properties=species:S:1:pos:R:3:forces:R:3:lowdin_charge:R:1
C -1.782 0.041 0.065 -0.398 0.202 -0.125 -0.0092
C -0.157 -0.310 0.234 -0.165 -0.445 0.309 -0.4200
C 0.841 0.403 -0.318 -0.062 -0.036 0.028 -0.1043
N 2.166 -0.133 -0.070 0.081 -0.273 0.180 -0.2556
N 2.436 -1.126 0.574 -0.048 0.459 -0.301 0.0405
N -0.752 -1.192 0.869 0.451 0.439 -0.333 0.2239
H -1.903 -0.040 -1.016 0.047 -0.008 0.160 0.1023
H -1.786 1.061 0.453 0.031 -0.150 -0.034 0.1037
H -2.571 -0.522 0.561 0.070 0.076 -0.057 0.0999
H 0.717 1.301 -0.903 0.020 -0.151 0.089 0.0931
H 2.892 0.457 -0.531 -0.028 -0.114 0.085 0.1259
```
Positions in Å, forces in eV/Å.

**E_tot**: -281.34880 a.u.

---

Entry 10:
DFT (ωB97M-V/def2-TZVPD) results for a 2-piece molecular cluster, C3H5N3 overall in a non-equilibrium geometry.

Geometry as XYZ:
```
11
Properties=species:S:1:pos:R:3:forces:R:3:lowdin_charge:R:1
C 0.837 1.245 0.947 0.012 0.203 0.098 -0.1066
N 0.946 -0.073 0.360 -0.328 -0.665 0.013 0.0437
C 0.174 -0.999 0.339 0.340 0.185 0.154 -0.3478
N -0.562 -1.982 0.166 0.238 0.369 0.183 0.1075
H 1.845 1.640 1.071 -0.156 0.037 0.009 0.0714
H 0.271 1.910 0.286 0.101 -0.167 0.051 0.0589
H 0.346 1.203 1.924 0.055 0.037 -0.133 0.0802
H -0.523 -2.639 0.939 -0.066 -0.140 -0.106 0.0631
C -1.128 -0.122 -2.039 0.154 1.026 0.069 -0.0926
N -0.894 0.995 -1.876 -0.350 -1.055 -0.320 0.0729
H -1.313 -1.176 -2.117 0.002 0.171 -0.017 0.0493
```
Positions in Å, forces in eV/Å.

**SMILES**: CN=C=N.C#N
**E_tot**: -281.52617 a.u.